102
Properties=species:S:1:pos:R:3:forces:R:3 method="wB97M-V/def2-TZVPD" relative_energy_kcal_mol=191.2 homo_energy_ev=-8.13 lumo_ev=0.48 gap_ev=8.6 total_energy_ha=-2018.88526 smiles=COCCNCCOC.COCCNCCOC.COCCNCCOC.OCCO.OCCO.OCCO
C 2.359 -2.199 -1.143 3.324 0.082 0.057
O 2.753 -1.738 0.141 -0.592 1.103 -0.378
C 1.977 -0.585 0.575 0.904 -1.217 1.459
C 2.397 -0.374 2.060 1.645 1.320 -2.283
N 2.159 0.970 2.599 -3.397 -2.007 -0.150
C 2.540 0.975 3.977 1.999 -0.463 0.869
C 2.298 2.400 4.487 -0.698 -0.267 -5.694
O 2.359 2.682 5.729 -2.358 -0.501 6.283
C 3.568 2.670 6.386 1.234 1.719 0.237
H 2.368 -1.478 -1.921 -0.085 1.169 -0.412
H 1.525 -2.757 -1.187 -3.888 -1.194 0.537
H 3.027 -2.983 -1.510 0.939 0.293 0.486
H 0.970 -0.858 0.594 -1.898 -0.477 -0.418
H 2.091 0.300 -0.048 0.464 0.101 -0.054
H 3.484 -0.376 1.885 0.194 -1.065 0.915
H 2.035 -1.107 2.761 -0.032 -0.458 -0.135
H 2.792 1.543 2.137 0.952 1.591 -1.030
H 3.596 0.663 3.846 0.241 0.344 1.403
H 2.102 0.173 4.635 -0.244 0.874 -0.838
H 1.266 2.610 4.071 0.815 0.118 0.701
H 2.953 3.126 3.963 0.114 -0.401 -0.725
H 4.285 2.028 5.932 0.685 -0.454 -0.659
H 3.627 2.443 7.455 -1.159 -0.240 -0.142
H 3.843 3.724 6.306 1.119 0.007 0.161
C -4.093 -0.838 1.789 0.320 2.572 0.258
O -3.265 -1.527 0.972 0.608 -1.356 -1.586
C -1.919 -1.521 1.311 1.867 -2.002 0.508
C -1.425 -2.980 1.279 1.703 0.276 -1.762
N 0.078 -3.238 1.312 -0.909 0.621 -0.602
C 0.288 -4.637 1.102 -0.274 -1.928 -0.626
C 1.747 -5.036 0.790 -1.081 5.908 -0.686
O 2.023 -6.264 0.980 1.716 -7.894 0.528
C 2.997 -6.892 0.118 1.135 -0.281 1.463
H -4.037 -1.195 2.780 0.641 0.068 1.705
H -5.104 -1.020 1.592 -1.517 -0.229 -1.177
H -3.871 0.261 1.650 -0.535 -0.836 0.898
H -1.658 -1.278 2.333 -0.653 1.010 0.328
H -1.275 -0.954 0.667 -0.044 0.769 -0.673
H -1.842 -3.529 0.407 0.486 0.548 0.351
H -1.843 -3.419 2.105 -1.302 -1.422 2.230
H 0.591 -3.065 2.180 -0.881 0.712 -0.070
H -0.415 -5.024 0.338 0.685 0.437 -0.420
H -0.068 -5.265 1.908 0.132 -0.180 1.076
H 2.459 -4.488 1.393 0.022 1.410 0.415
H 1.925 -4.735 -0.219 0.194 0.470 -1.084
H 2.539 -7.222 -0.740 -1.782 -1.192 -1.980
H 3.512 -7.808 0.567 -0.925 1.569 -0.037
H 3.760 -6.268 -0.369 0.119 0.674 1.125
C 2.920 4.511 -4.733 -5.281 0.017 0.694
O 2.609 3.335 -3.950 0.339 0.830 0.011
C 1.311 3.170 -3.318 1.314 -1.439 -2.179
C 1.348 1.750 -2.747 -1.778 1.727 -1.562
N 0.018 1.336 -2.475 -2.156 0.509 1.162
C -0.129 -0.093 -2.451 1.465 -0.931 0.501
C -1.349 -0.591 -3.160 -0.253 9.708 0.413
O -1.706 -1.753 -3.145 -1.773 -12.876 -1.663
C -1.837 -2.482 -1.989 1.828 0.481 1.258
H 2.294 4.512 -5.668 0.752 -0.184 0.503
H 3.908 4.581 -4.927 3.228 -0.407 -0.662
H 2.638 5.475 -4.256 0.028 -0.572 0.306
H 0.481 3.260 -4.055 0.530 -0.258 0.331
H 1.138 3.840 -2.566 -0.240 2.273 1.903
H 1.902 1.556 -1.894 2.087 0.274 1.507
H 1.694 1.218 -3.574 0.881 -1.368 -1.115
H -0.258 1.612 -1.484 0.601 -0.093 -2.082
H -0.009 -0.307 -1.372 -0.490 -1.191 -0.471
H 0.684 -0.600 -3.007 0.187 0.322 0.498
H -1.299 -0.370 -4.208 0.556 1.108 -0.664
H -2.260 -0.075 -2.818 0.146 1.732 0.400
H -0.807 -2.712 -1.586 -0.918 0.531 0.246
H -2.267 -3.457 -2.087 -0.675 -0.350 -0.846
H -2.443 -1.869 -1.339 -0.157 -0.052 1.000
O -0.963 1.720 0.228 1.056 0.391 -0.767
C -2.361 1.939 0.128 1.399 -1.670 -0.871
C -2.481 2.843 -1.050 0.666 -2.188 -2.443
O -1.482 3.811 -1.111 -0.496 1.779 0.534
H -0.590 1.272 0.976 -0.532 -0.322 1.083
H -2.825 0.953 0.038 -0.454 0.340 -0.481
H -2.703 2.410 0.960 -1.041 1.345 2.885
H -3.501 3.184 -1.168 -0.048 0.628 0.000
H -2.184 2.203 -1.916 -1.131 0.044 0.149
H -0.771 3.495 -0.557 0.379 -0.086 0.295
O -3.519 1.066 -4.869 0.748 -0.310 -0.566
C -2.382 1.670 -5.570 -1.800 0.812 1.717
C -2.886 2.569 -6.628 -0.521 1.431 -2.271
O -1.794 2.973 -7.445 1.315 -0.041 -1.240
H -3.991 1.695 -4.300 0.649 0.010 -0.393
H -1.871 2.347 -4.890 0.613 -0.457 0.333
H -1.692 0.953 -5.997 -0.242 -0.547 0.272
H -3.261 3.572 -6.239 -0.009 -1.499 -0.224
H -3.604 2.118 -7.345 -0.231 0.057 1.027
H -1.595 2.356 -8.194 -0.582 0.639 1.280
O -2.438 0.130 6.304 -1.928 0.222 -0.179
C -2.319 0.485 4.912 -0.152 -1.246 0.685
C -0.898 0.710 4.699 2.217 -2.100 -0.853
O -0.688 0.778 3.302 1.123 0.503 -0.823
H -3.307 -0.326 6.477 1.352 0.891 -0.433
H -2.651 -0.341 4.315 -0.041 -0.655 -0.389
H -2.745 1.341 4.422 -1.380 0.961 0.898
H -0.305 -0.187 5.017 -0.445 0.799 0.538
H -0.543 1.607 5.147 0.271 0.689 0.845
H 0.293 0.895 3.186 -0.973 0.086 -0.467